{"formula": "C36H90F2KNO22S2", "method": "ωB97M-V with the def2-TZVPD basis set", "lumo_energy_ev": -0.05, "relative_energy_kj_mol": 0.0, "largest_force_ev_per_a": 6.20, "orbital_gap_ev": 8.891, "total_charge": 0, "species": ["K", "N", "S", "O", "O", "F", "S", "O", "O", "F", "C", "O", "C", "C", "O", "C", "H", "H", "H", "H", "H", "H", "H", "H", "H", "H", "C", "O", "C", "C", "O", "C", "H", "H", "H", "H", "H", "H", "H", "H", "H", "H", "C", "O", "C", "C", "O", "C", "H", "H", "H", "H", "H", "H", "H", "H", "H", "H", "C", "O", "C", "C", "O", "C", "H", "H", "H", "H", "H", "H", "H", "H", "H", "H", "C", "O", "C", "C", "O", "C", "H", "H", "H", "H", "H", "H", "H", "H", "H", "H", "C", "O", "C", "C", "O", "C", "H", "H", "H", "H", "H", "H", "H", "H", "H", "H", "C", "O", "C", "C", "O", "C", "H", "H", "H", "H", "H", "H", "H", "H", "H", "H", "C", "O", "C", "C", "O", "C", "H", "H", "H", "H", "H", "H", "H", "H", "H", "H", "C", "O", "C", "C", "O", "C", "H", "H", "H", "H", "H", "H", "H", "H", "H", "H"], "positions_angstrom": [[1.2175, -3.2590, -0.0833], [2.1015, -0.8374, -0.3424], [2.8354, 0.0946, 0.6716], [2.1107, 0.6914, 1.7330], [4.0197, 0.7454, 0.1916], [3.5872, -1.1212, 1.4730], [1.5602, 0.2670, -1.4562], [2.2766, 0.3224, -2.6762], [0.8453, 1.3874, -0.9593], [0.3266, -0.7153, -1.8675], [7.2831, 0.4108, 1.6402], [6.5743, 0.0890, 2.8161], [5.7766, 1.1549, 3.2400], [5.2138, 0.9061, 4.6215], [6.0828, 0.2290, 5.5193], [7.2480, 0.9667, 5.7925], [6.5881, 0.7512, 0.8657], [7.8810, -0.4612, 1.3963], [7.9600, 1.2617, 1.8283], [4.9673, 1.4347, 2.5552], [6.4384, 2.0419, 3.2817], [4.3220, 0.2788, 4.5672], [4.9403, 1.8463, 5.1185], [7.0185, 1.9178, 6.2962], [7.8511, 1.1291, 4.8977], [7.8051, 0.3853, 6.5294], [3.2057, 4.4711, 0.6048], [4.4171, 3.8025, 0.3606], [4.8876, 3.8651, -0.9681], [3.9319, 3.3935, -2.0431], [2.8914, 4.3163, -2.2859], [2.0350, 3.9316, -3.3116], [3.0782, 4.5482, 1.6883], [2.3295, 3.8828, 0.3037], [3.1979, 5.4565, 0.1339], [5.7571, 3.2128, -0.9910], [5.1189, 4.9152, -1.2021], [3.5325, 2.3875, -1.8628], [4.5024, 3.2789, -2.9849], [2.5874, 3.6424, -4.2214], [1.3877, 4.7699, -3.5628], [1.4249, 3.0635, -3.0241], [-2.0441, 2.5066, 5.8549], [-2.5839, 1.1860, 5.7819], [-2.5362, 0.5844, 4.5167], [-3.1187, 1.3645, 3.3667], [-2.3333, 2.4887, 2.9940], [-1.3707, 2.2102, 1.9962], [-1.9099, 2.6855, 6.9204], [-2.7388, 3.2421, 5.4495], [-1.0863, 2.5671, 5.3363], [-3.0409, -0.3827, 4.5796], [-1.4885, 0.3380, 4.2664], [-4.1099, 1.7686, 3.5935], [-3.2396, 0.7442, 2.4681], [-1.7836, 1.9899, 1.0019], [-0.6383, 1.4689, 2.3228], [-0.8974, 3.1847, 1.8547], [0.3538, -3.1930, -3.6651], [0.0476, -4.0654, -2.5649], [-1.3304, -4.3869, -2.6164], [-1.6787, -5.4769, -1.6096], [-0.9376, -5.4207, -0.4012], [-0.9609, -6.6928, 0.2219], [1.3526, -2.8036, -3.4652], [-0.3642, -2.3806, -3.7427], [0.4290, -3.7852, -4.5808], [-1.6495, -4.7415, -3.6007], [-1.9051, -3.4926, -2.3379], [-1.5613, -6.4555, -2.0917], [-2.7455, -5.3819, -1.3632], [-0.1618, -7.3324, -0.1691], [-1.9473, -7.1548, 0.2110], [-0.6491, -6.5502, 1.2629], [-0.1972, -1.7008, 2.6692], [-0.4258, -3.0621, 2.3128], [-1.8028, -3.4012, 2.3037], [-2.4413, -3.4181, 3.7096], [-3.5453, -2.5674, 3.8068], [-4.7583, -3.1832, 3.4771], [0.8045, -1.4225, 2.3413], [-0.2629, -1.5453, 3.7462], [-0.8870, -1.0477, 2.1227], [-1.7755, -4.4536, 2.0082], [-2.4091, -2.8500, 1.5794], [-1.7579, -3.1349, 4.5120], [-2.7157, -4.4554, 3.9392], [-5.0264, -3.9631, 4.2038], [-4.7737, -3.6145, 2.4692], [-5.5485, -2.4355, 3.5522], [-1.3087, 4.5122, -0.9665], [-2.5053, 4.3877, -1.7076], [-3.5587, 5.2274, -1.3000], [-3.3855, 6.6699, -1.6834], [-2.7581, 7.3694, -0.6161], [-3.1045, 8.7261, -0.5725], [-0.8857, 3.5159, -0.8065], [-1.3926, 4.8813, 0.0624], [-0.6072, 5.1460, -1.5126], [-3.7803, 5.1285, -0.2256], [-4.4716, 4.7753, -1.7060], [-4.3615, 7.1431, -1.8554], [-2.8005, 6.7205, -2.6087], [-2.4940, 9.2068, 0.1983], [-4.1362, 8.8151, -0.2094], [-2.9086, 9.3025, -1.4805], [-2.7146, -0.5659, -1.1625], [-3.5116, -1.6946, -1.4386], [-4.6715, -1.3960, -2.1922], [-5.6567, -2.5303, -2.0222], [-6.8394, -2.1213, -2.6676], [-7.9212, -2.9766, -2.4153], [-1.9510, -0.8688, -0.4486], [-3.3330, 0.2368, -0.7448], [-2.1774, -0.1839, -2.0390], [-4.4044, -1.2669, -3.2473], [-5.1554, -0.4838, -1.8231], [-5.8266, -2.6716, -0.9472], [-5.2941, -3.4522, -2.4923], [-7.6360, -4.0372, -2.4772], [-8.6887, -2.8213, -3.1702], [-8.3331, -2.8126, -1.4120], [4.0712, -4.3479, -2.1930], [3.6498, -4.7016, -0.9035], [4.5567, -4.3303, 0.1266], [4.2297, -5.0026, 1.4273], [2.8878, -4.7439, 1.7595], [2.4485, -5.2016, 3.0133], [3.2773, -4.6942, -2.8592], [4.9889, -4.8618, -2.5011], [4.1934, -3.2693, -2.3483], [4.6481, -3.2373, 0.2155], [5.5783, -4.6009, -0.1869], [4.8913, -4.5885, 2.2004], [4.4164, -6.0834, 1.3676], [3.0830, -4.8130, 3.8194], [2.5787, -6.2951, 3.0806], [1.3991, -4.9593, 3.1372], [-3.9786, 2.2987, -4.0997], [-2.9173, 2.2168, -5.0112], [-1.6520, 2.3518, -4.4125], [-0.5981, 2.2282, -5.4899], [-0.5925, 0.9632, -6.1114], [0.0198, -0.0195, -5.3342], [-3.9148, 3.2331, -3.5242], [-3.9947, 1.4436, -3.4145], [-4.8986, 2.3735, -4.6772], [-1.5622, 1.5893, -3.6223], [-1.5865, 3.3388, -3.9336], [0.3808, 2.4725, -5.0620], [-0.8630, 2.9742, -6.2411], [1.0530, 0.2547, -5.0378], [0.2561, -0.8811, -5.9589], [-0.4407, -0.2212, -4.3622]], "forces_ev_per_a": [[-0.19, -0.78, 0.11], [-0.71, 2.57, -1.70], [4.86, -1.27, 3.65], [-1.13, 0.46, -0.23], [-1.08, 0.63, -0.93], [-0.84, -0.20, -0.25], [-2.65, -2.94, -1.11], [0.83, 0.28, 0.17], [0.69, 0.62, 0.50], [0.13, 0.01, -0.09], [-0.09, 0.60, 0.46], [-0.30, -0.57, -0.13], [0.74, 1.25, 0.35], [-0.27, -0.60, 0.72], [0.02, 0.07, -0.35], [-0.01, -0.21, 0.63], [0.12, -0.43, -0.27], [-0.12, -0.03, -0.38], [0.04, -0.13, 0.04], [0.00, -0.29, -0.13], [-0.20, 0.03, 0.01], [0.04, 0.00, -0.04], [-0.19, 0.19, -0.45], [-0.08, 0.11, -0.32], [0.07, 0.06, 0.03], [0.15, -0.05, -0.23], [-0.44, -0.27, 0.47], [0.14, -0.31, 0.12], [-0.86, 0.31, 0.10], [0.01, -0.64, -0.85], [0.29, 0.55, 0.56], [-0.16, -0.55, -0.47], [0.38, 0.25, -0.03], [0.14, 0.12, -0.48], [-0.17, 0.04, 0.02], [0.21, 0.20, -0.09], [0.37, -0.12, -0.06], [-0.01, 0.18, 0.38], [0.13, 0.10, 0.18], [0.03, 0.09, 0.08], [-0.04, 0.03, 0.11], [-0.02, 0.12, 0.03], [-0.19, -0.57, 0.32], [-0.27, 0.30, 0.04], [0.57, -0.56, -0.31], [-0.29, 0.60, -0.55], [-0.18, -0.23, -0.23], [0.16, 1.16, 0.11], [0.08, 0.14, -0.03], [0.08, 0.06, -0.12], [0.03, 0.09, -0.03], [-0.14, 0.15, 0.18], [-0.02, 0.20, -0.01], [0.01, -0.15, 0.26], [-0.01, -0.35, 0.25], [-0.31, -0.48, 0.27], [0.04, -0.05, -0.19], [0.49, -0.27, 0.03], [0.80, -0.64, 0.48], [-0.19, 0.16, -0.62], [-0.25, 0.29, 1.30], [-0.22, -0.33, -0.33], [-0.12, -0.02, -0.39], [1.02, 0.33, 0.97], [-0.10, 0.24, -0.03], [-0.04, 0.00, -0.08], [-0.32, 0.13, -0.13], [0.10, 0.12, -0.11], [0.01, 0.06, -0.32], [0.26, -0.02, 0.17], [-0.01, -0.01, -0.13], [-0.43, -0.19, -0.47], [0.00, -0.09, -0.17], [-0.32, 0.15, -0.01], [0.24, 0.06, -0.42], [-0.06, 0.57, -0.29], [0.45, -1.55, 0.80], [0.16, -0.14, -0.08], [-0.31, 0.33, 0.14], [-0.72, -0.08, 0.21], [0.07, -0.12, 0.16], [-0.15, 0.06, -0.01], [-0.13, 0.03, 0.23], [-0.12, 0.18, -0.47], [0.13, 0.34, 0.09], [0.32, 0.17, -0.30], [-0.23, 0.07, 0.03], [0.21, -0.09, -0.11], [0.12, 0.05, 0.00], [0.13, 0.10, -0.15], [0.69, -0.34, 0.33], [-0.21, -0.12, 0.47], [-0.76, -0.86, 0.40], [-0.34, 0.40, 0.33], [0.45, -0.19, -0.45], [0.15, 0.45, 1.04], [0.10, 0.00, -0.55], [-0.60, 0.41, -0.26], [0.15, -0.03, 0.14], [0.58, 0.28, 0.08], [0.18, 0.32, -0.61], [-0.03, -0.18, -0.13], [0.03, 0.16, 0.02], [0.07, -0.24, -0.02], [-0.12, 0.23, -0.48], [-0.27, -0.31, -0.29], [0.10, 0.14, -0.03], [-0.09, -0.22, 0.08], [0.28, -0.07, 0.00], [-0.08, 0.31, -0.14], [-0.07, 0.07, -0.19], [-0.13, -0.53, 0.13], [-0.06, 0.01, 0.15], [0.14, 0.04, 0.06], [-0.23, -0.05, -0.11], [-0.13, 0.12, -0.01], [0.11, 0.05, -0.06], [0.02, -0.22, -0.03], [0.10, -0.10, 0.25], [0.13, 0.10, -0.03], [-0.01, 0.25, 0.06], [-0.05, 0.07, -0.06], [-0.29, -0.16, -0.72], [-0.17, 0.08, 0.74], [0.97, 0.43, -0.83], [0.02, -0.08, 0.37], [-0.69, 0.57, -0.55], [0.97, -0.96, 0.23], [0.07, 0.08, -0.03], [0.09, 0.06, 0.24], [0.06, 0.02, 0.27], [-0.60, -0.01, 0.18], [-0.10, -0.37, 0.20], [0.04, -0.04, -0.05], [-0.13, 0.01, -0.04], [-0.30, 0.36, 0.01], [-0.23, 0.06, -0.11], [0.01, 0.26, 0.02], [-0.03, 0.70, 0.03], [-0.10, -0.12, -0.52], [-0.29, -0.01, 0.38], [-0.46, 0.17, 0.27], [-0.01, 0.08, -0.13], [1.89, 0.10, 0.31], [0.10, -0.21, 0.18], [-0.09, 0.01, 0.01], [-0.04, -0.37, -0.01], [0.27, 0.08, -0.01], [0.18, -0.08, 0.07], [0.08, -0.07, -0.08], [0.19, -0.15, -0.20], [-0.21, 0.52, -0.05], [-0.92, -0.31, 0.09], [-0.55, -0.33, -0.36]], "mulliken_charge": [1.333, 0.140, 0.576, -0.570, -0.459, -0.404, 0.090, -0.631, 0.043, -0.138, -0.654, -0.331, -0.071, -0.602, -0.399, -0.646, 0.170, 0.272, 0.316, 0.055, 0.484, 0.212, 0.373, 0.304, 0.227, 0.245, -0.460, -0.255, -0.957, 0.306, -0.373, -0.644, 0.280, -0.010, 0.326, 0.365, 0.333, -0.152, 0.505, 0.432, 0.373, 0.013, -0.572, -0.458, 0.071, -0.314, -0.467, -0.106, 0.290, 0.210, 0.220, 0.166, 0.093, 0.393, 0.103, 0.008, 0.183, 0.163, -0.943, -0.243, 0.052, -0.856, 0.148, -0.990, 0.251, 0.309, 0.417, 0.413, -0.193, 0.470, 0.333, 0.284, 0.412, 0.208, -0.788, 0.008, 0.415, -0.742, -0.243, -0.870, -0.071, 0.454, 0.259, -0.135, -0.030, 0.368, 0.365, 0.341, 0.290, 0.283, -0.166, -0.127, -0.708, -0.547, -0.265, -0.841, -0.405, 0.419, 0.295, 0.284, 0.460, 0.491, 0.299, 0.238, 0.338, 0.316, -0.331, -0.035, -0.554, -0.468, -0.347, -0.771, -0.133, 0.587, -0.228, 0.311, 0.374, 0.290, 0.318, 0.297, 0.262, 0.298, -0.806, -0.241, -0.269, -0.802, 0.100, -0.689, 0.166, 0.344, 0.341, 0.068, 0.457, 0.387, 0.376, 0.326, 0.318, -0.005, -0.069, -0.471, 1.037, -0.657, -0.449, -0.246, -0.060, -0.076, 0.371, -0.548, 0.046, 0.218, 0.435, 0.252, 0.336, -0.123]}